{"formula": "C21H44N3O12P3", "method": "the ωB97M-V functional and the def2-TZVPD basis", "lumo_energy_ev": -1.9, "smiles": "CCC(=O)OCC[C@](C#N)([C@@H](O)C#N)P(N)O.CCOP(=O)(OCC)OCC.CCOP(=O)(OCC)OCC", "orbital_gap_ev": 7.17, "e_homo_ev": -9.11, "species": ["C", "C", "C", "O", "O", "C", "C", "C", "C", "N", "C", "O", "C", "N", "P", "N", "O", "H", "H", "H", "H", "H", "H", "H", "H", "H", "H", "H", "H", "H", "H", "C", "C", "O", "P", "O", "O", "C", "C", "O", "C", "C", "H", "H", "H", "H", "H", "H", "H", "H", "H", "H", "H", "H", "H", "H", "H", "C", "C", "O", "P", "O", "O", "C", "C", "O", "C", "C", "H", "H", "H", "H", "H", "H", "H", "H", "H", "H", "H", "H", "H", "H", "H"], "xyz": [[-0.765, 3.514, 0.532], [-0.254, 2.341, -0.544], [-1.417, 1.157, -0.457], [-2.309, 1.041, -1.452], [-1.545, 0.232, 0.686], [-0.658, -0.943, 0.461], [-0.457, -1.705, 1.933], [0.881, -1.222, 2.746], [1.120, 0.413, 2.487], [1.439, 1.684, 2.370], [2.277, -1.953, 2.305], [3.138, -1.968, 3.535], [2.125, -3.485, 1.747], [1.948, -4.589, 1.052], [0.553, -1.412, 4.636], [-0.471, 0.021, 5.071], [-0.382, -2.904, 4.871], [-1.260, 2.892, 1.424], [0.192, 4.082, 0.916], [-1.542, 4.208, -0.020], [-0.152, 2.824, -1.605], [0.778, 1.894, -0.200], [-1.278, -1.711, -0.202], [0.353, -0.681, -0.065], [-1.388, -1.332, 2.582], [-0.591, -2.864, 1.829], [2.853, -1.288, 1.525], [3.515, -1.023, 3.573], [-1.088, 0.172, 4.233], [0.171, 0.857, 5.077], [-1.230, -2.663, 5.384], [-2.351, 8.955, 3.381], [-2.708, 7.586, 2.835], [-3.948, 7.613, 2.152], [-3.989, 8.320, 0.654], [-3.320, 7.125, -0.069], [-5.550, 7.894, 0.267], [-5.825, 7.117, -0.887], [-5.914, 5.645, -0.527], [-4.736, 9.654, 1.462], [-4.392, 10.923, 0.926], [-4.830, 11.068, -0.519], [-2.116, 9.647, 2.567], [-1.477, 8.896, 4.037], [-3.188, 9.384, 3.942], [-1.919, 7.211, 2.177], [-2.810, 6.880, 3.665], [-5.084, 7.301, -1.672], [-6.790, 7.449, -1.284], [-5.030, 5.301, 0.017], [-6.033, 5.031, -1.424], [-6.770, 5.468, 0.133], [-3.310, 11.069, 1.015], [-4.883, 11.683, 1.539], [-4.290, 10.372, -1.168], [-4.640, 12.084, -0.879], [-5.897, 10.846, -0.626], [3.311, -7.122, -0.103], [2.434, -8.064, -0.904], [2.716, -7.975, -2.289], [4.116, -8.669, -2.837], [3.574, -10.118, -2.775], [3.830, -8.455, -4.462], [3.786, -9.566, -5.344], [2.353, -10.031, -5.538], [4.722, -7.050, -2.907], [6.104, -6.935, -2.600], [6.971, -7.700, -3.581], [4.352, -7.456, -0.117], [2.984, -7.079, 0.940], [3.288, -6.111, -0.524], [2.551, -9.095, -0.557], [1.384, -7.786, -0.769], [4.433, -10.375, -4.991], [4.190, -9.238, -6.306], [1.851, -10.222, -4.586], [2.319, -10.943, -6.141], [1.769, -9.255, -6.044], [6.275, -7.289, -1.578], [6.360, -5.872, -2.632], [6.792, -8.777, -3.509], [8.031, -7.519, -3.380], [6.747, -7.405, -4.611]], "lowdin_charge": [-0.12, -0.14, -0.28, -0.01, -0.13, -0.16, -0.14, -0.46, -0.11, 0.12, -0.28, -0.16, -0.01, 0.13, 0.94, -0.20, -0.35, 0.08, 0.08, 0.09, 0.12, 0.09, 0.15, 0.14, 0.12, 0.13, 0.17, 0.13, 0.02, 0.04, 0.08, -0.08, -0.31, -0.24, 0.73, -0.24, -0.23, -0.31, -0.07, -0.21, -0.32, -0.09, 0.06, 0.08, 0.09, 0.10, 0.12, 0.10, 0.11, 0.07, 0.08, 0.08, 0.10, 0.12, 0.07, 0.08, 0.09, -0.11, -0.30, -0.23, 0.73, -0.23, -0.23, -0.31, -0.08, -0.21, -0.32, -0.09, 0.06, 0.06, 0.06, 0.11, 0.12, 0.10, 0.11, 0.07, 0.08, 0.08, 0.10, 0.12, 0.07, 0.08, 0.09]}

{"formula": "C4H11NO2", "method": "the ωB97M-V functional and the def2-TZVPD basis", "lumo_energy_ev": 0.9, "relative_energy_kj_mol": 533.3, "orbital_gap_ev": 9.36, "e_homo_ev": -8.44, "species": ["C", "C", "N", "O", "O", "H", "H", "H", "H", "H", "C", "C", "H", "H", "H", "H", "H", "H"], "xyz": [[1.380, -1.195, 0.203], [0.755, -0.304, 1.212], [-1.557, -1.508, -0.064], [-1.202, -0.676, 1.043], [0.989, -0.040, 2.332], [-2.350, -1.055, -0.515], [-1.919, -2.362, 0.354], [0.648, -1.496, -0.545], [1.759, -2.071, 0.730], [2.212, -0.667, -0.266], [-0.238, 1.456, -1.297], [0.192, 1.408, 0.167], [-0.021, 2.432, -1.740], [-1.309, 1.273, -1.407], [0.286, 0.703, -1.889], [-0.352, 2.102, 0.814], [1.249, 1.648, 0.273], [-0.521, 0.351, 0.593]], "lowdin_charge": [-0.01, -0.40, -0.04, -0.28, 0.14, 0.07, 0.08, 0.07, 0.10, 0.10, -0.13, -0.17, 0.07, 0.07, 0.07, 0.10, 0.09, 0.06]}

{"formula": "C8H20N2O4P2S2", "method": "the ωB97M-V functional and the def2-TZVPD basis", "lumo_energy_ev": 0.4, "smiles": "CCN[C@@]1([PH2]=S)OS(=O)(=O)O[C@@]1(N)P(CC)CC", "orbital_gap_ev": 8.64, "e_homo_ev": -8.24, "species": ["C", "C", "N", "C", "P", "S", "O", "S", "O", "O", "O", "C", "N", "P", "C", "C", "C", "C", "H", "H", "H", "H", "H", "H", "H", "H", "H", "H", "H", "H", "H", "H", "H", "H", "H", "H", "H", "H"], "xyz": [[2.833, -1.015, 0.218], [1.809, -2.209, 0.138], [0.529, -1.782, -0.447], [-0.472, -1.469, 0.535], [-1.073, -3.226, 1.084], [-2.992, -3.425, 1.295], [0.028, -0.920, 1.801], [-1.289, -0.506, 2.713], [-0.789, 0.646, 3.506], [-1.811, -1.493, 3.665], [-2.233, -0.120, 1.420], [-1.590, -0.464, 0.166], [-2.484, -0.994, -0.857], [-1.135, 1.241, -0.497], [0.008, 2.165, 0.650], [0.138, 3.690, 0.283], [-0.462, 1.120, -2.245], [0.652, 2.148, -2.587], [3.756, -1.278, -0.319], [2.428, -0.098, -0.235], [3.062, -0.840, 1.280], [1.711, -2.676, 1.125], [2.265, -2.972, -0.517], [0.678, -1.025, -1.103], [-0.315, -3.524, 2.249], [-0.627, -4.141, 0.080], [-3.214, -0.309, -1.011], [-1.963, -1.131, -1.714], [-0.478, 2.145, 1.643], [1.004, 1.715, 0.795], [-0.684, 4.012, -0.368], [1.086, 3.795, -0.273], [0.249, 4.312, 1.179], [-1.310, 1.342, -2.915], [-0.116, 0.111, -2.543], [0.286, 3.183, -2.571], [0.947, 1.957, -3.635], [1.564, 2.035, -1.985]], "lowdin_charge": [-0.06, -0.24, -0.03, -0.60, 0.43, 0.17, -0.23, 0.69, -0.28, -0.27, -0.21, -0.67, 0.07, 1.07, -0.40, -0.16, -0.41, -0.16, 0.07, 0.06, 0.08, 0.10, 0.11, 0.08, 0.00, -0.01, 0.08, 0.08, 0.05, 0.07, 0.06, 0.06, 0.07, 0.07, 0.06, 0.07, 0.07, 0.06]}

{"formula": "C5H8O", "method": "the ωB97M-V functional and the def2-TZVPD basis", "lumo_energy_ev": 1.0, "smiles": "CC(=O)C1CC1", "relative_energy_kj_mol": 359.0, "orbital_gap_ev": 10.15, "e_homo_ev": -9.16, "species": ["C", "C", "O", "C", "C", "C", "H", "H", "H", "H", "H", "H", "H", "H"], "xyz": [[-1.595, -0.224, 0.768], [-0.712, 0.954, -0.041], [-0.709, 2.120, 0.259], [0.291, 0.170, -0.846], [1.742, 0.332, -0.895], [0.747, -0.723, 0.218], [-2.147, -0.820, 0.029], [-1.266, -0.994, 1.521], [-2.251, 0.412, 1.333], [-0.092, -0.374, -1.707], [2.256, 0.997, -0.211], [2.274, 0.233, -1.864], [0.551, -1.793, 0.230], [0.913, -0.290, 1.205]], "lowdin_charge": [-0.04, -0.35, 0.10, -0.38, 0.02, -0.06, 0.07, 0.08, 0.05, 0.15, 0.08, 0.09, 0.10, 0.10]}

{"formula": "C24H25FN4O6PdS2", "method": "the ωB97M-V functional and the def2-TZVPD basis", "lumo_energy_ev": 3.5, "total_charge": -2, "relative_energy_kj_mol": 45.7, "orbital_gap_ev": 5.79, "e_homo_ev": -2.32, "species": ["Pd", "C", "C", "C", "C", "C", "C", "C", "F", "C", "C", "C", "O", "C", "C", "N", "C", "C", "O", "O", "H", "H", "H", "H", "H", "H", "H", "H", "H", "H", "H", "C", "N", "C", "C", "N", "C", "S", "H", "H", "H", "H", "H", "H", "H", "H", "N", "C", "C", "C", "C", "C", "C", "S", "O", "O", "O", "H", "H", "H", "H", "H", "H"], "xyz": [[-0.683, -0.675, -0.001], [4.495, -3.297, 5.211], [3.166, -4.031, 5.061], [2.560, -4.318, 6.425], [1.238, -5.055, 6.280], [0.304, -4.244, 5.419], [-1.063, -4.327, 5.570], [-1.900, -3.556, 4.773], [-3.237, -3.689, 4.945], [-1.411, -2.680, 3.848], [-0.027, -2.575, 3.688], [0.499, -1.602, 2.699], [-0.252, -0.738, 2.250], [1.899, -1.760, 2.374], [2.654, -2.536, 3.180], [2.208, -3.261, 4.250], [0.835, -3.364, 4.458], [2.625, -1.114, 1.179], [3.868, -1.050, 1.297], [1.900, -0.756, 0.227], [5.070, -3.762, 6.014], [4.322, -2.250, 5.466], [5.099, -3.329, 4.306], [3.347, -4.993, 4.566], [2.397, -3.369, 6.947], [3.275, -4.903, 7.006], [0.779, -5.233, 7.253], [1.420, -6.035, 5.826], [-1.495, -4.996, 6.306], [-2.054, -2.061, 3.235], [3.711, -2.583, 2.960], [0.399, -0.336, -2.908], [-1.049, -0.428, -2.915], [-1.748, 0.769, -3.357], [-3.160, 0.556, -2.835], [-2.902, -0.223, -1.636], [-1.692, -0.936, -1.745], [-1.527, -2.575, -1.175], [0.772, -0.345, -3.937], [0.817, -1.184, -2.375], [0.745, 0.577, -2.414], [-1.726, 0.845, -4.446], [-1.299, 1.680, -2.934], [-3.768, 0.010, -3.568], [-3.655, 1.497, -2.596], [-3.654, -0.750, -1.228], [0.320, 1.984, 0.084], [-0.545, 2.968, 0.586], [-1.930, 2.842, 0.492], [-2.764, 3.888, 0.874], [-2.238, 5.074, 1.366], [-0.856, 5.191, 1.494], [-0.021, 4.154, 1.110], [-3.284, 6.457, 1.812], [-2.954, 6.740, 3.204], [-2.888, 7.525, 0.900], [-4.644, 5.974, 1.608], [-0.030, 1.015, 0.024], [1.225, 1.937, 0.529], [-2.343, 1.911, 0.120], [-3.841, 3.800, 0.792], [-0.446, 6.110, 1.896], [1.056, 4.256, 1.201]], "lowdin_charge": [0.43, -0.05, -0.32, -0.16, -0.14, -0.15, 0.03, -0.27, 0.04, 0.08, -0.04, -0.31, -0.03, -0.02, 0.01, 0.01, -0.08, -0.66, -0.06, -0.06, 0.08, 0.10, 0.08, 0.15, 0.13, 0.11, 0.11, 0.12, 0.12, 0.14, 0.12, -0.10, -0.19, -0.18, -0.19, -0.04, -0.96, 0.47, 0.08, 0.06, 0.07, 0.11, 0.12, 0.11, 0.11, 0.10, 0.10, -0.32, -0.04, -0.07, -0.29, -0.08, -0.05, 0.39, -0.39, -0.39, -0.40, -0.01, 0.08, 0.08, 0.10, 0.11, 0.10]}